Entry 1:
DFT (ωB97M-V/def2-TZVPD) results for C14H15N3O3 in the gas phase in a non-equilibrium geometry.

The geometry in XYZ format:
```
35
Properties=species:S:1:pos:R:3:forces:R:3:mulliken_charge:R:1
C 0.891 0.729 -2.783 0.045 0.056 -0.015 -1.856
C 1.272 0.830 -1.338 0.110 -0.084 0.111 0.537
C 2.285 0.036 -0.818 0.004 -0.006 -0.089 -0.502
C 2.645 0.148 0.514 -0.018 0.058 0.028 -0.683
C 1.983 1.031 1.342 -0.120 0.239 0.036 -0.398
C 0.949 1.819 0.840 0.378 -0.056 0.024 0.187
O 0.352 2.642 1.763 0.289 -0.249 -0.060 -0.460
C -0.891 3.248 1.510 -0.554 0.003 0.169 -0.412
C -2.089 2.314 1.802 0.524 0.272 -0.061 -0.759
N -2.397 1.402 0.732 -0.329 0.276 -0.106 -0.135
C -1.759 0.244 0.450 0.027 -0.554 -0.063 0.411
C -0.958 -0.463 1.371 -0.216 0.017 -0.127 -0.229
C -0.295 -1.578 0.935 -0.042 -0.131 -0.384 -0.472
C -0.459 -1.985 -0.394 -0.703 0.956 0.532 -0.045
N 0.279 -3.085 -0.910 0.227 -0.403 -0.199 1.069
O 0.196 -3.314 -2.103 0.029 -0.095 -0.234 -0.645
O 0.960 -3.729 -0.133 0.156 -0.134 0.096 -0.646
C -1.346 -1.280 -1.204 0.437 -0.549 -0.034 -0.330
N -1.974 -0.205 -0.797 -0.280 0.397 0.114 -0.612
C 0.614 1.726 -0.504 -0.041 0.280 0.143 0.161
H 1.042 -0.284 -3.150 -0.016 -0.081 -0.071 0.359
H 1.512 1.398 -3.379 -0.002 0.022 -0.094 0.442
H -0.150 1.006 -2.931 -0.085 0.006 -0.052 0.393
H 2.791 -0.671 -1.458 0.053 -0.100 -0.088 0.453
H 3.437 -0.468 0.911 0.082 -0.061 0.051 0.404
H 2.241 1.125 2.385 0.020 0.002 0.149 0.458
H -0.933 4.088 2.210 -0.023 -0.039 -0.127 0.412
H -0.959 3.643 0.491 0.007 0.016 0.083 0.278
H -2.973 2.932 1.978 0.052 -0.049 0.065 0.443
H -1.874 1.753 2.713 -0.089 0.111 0.031 0.274
H -2.873 1.791 -0.070 0.043 -0.118 0.058 0.290
H -0.843 -0.118 2.384 0.063 0.061 0.092 0.304
H 0.362 -2.139 1.582 0.029 0.005 0.043 0.483
H -1.536 -1.599 -2.220 0.060 -0.084 -0.033 0.503
H -0.171 2.334 -0.929 -0.121 0.017 0.011 0.321
```
Forces are in eV/Å.

Computed properties:
structure (SMILES): Cc1cccc(OCCNc2ccc([N+](=O)[O-])cn2)c1
energy: -25371.6270 eV
ΔE to the lowest compared entry with this formula, charge and spin: 311.3 kJ/mol
E_HOMO: -8.5 eV
HOMO-LUMO gap: 8.33 eV
molar mass: 273.3 g/mol

---

Entry 2:
DFT (ωB97M-V/def2-TZVPD) results for C6H9N in the gas phase in a non-equilibrium geometry.

The geometry in XYZ format:
```
16
Properties=species:S:1:pos:R:3:forces:R:3:mulliken_charge:R:1
C 0.342 1.533 -1.191 -0.347 0.710 0.741 -1.277
C -0.165 0.717 -0.035 -0.062 0.022 -0.671 0.612
C -1.418 0.840 0.517 0.176 -0.409 -0.382 -0.825
N -1.606 -0.250 1.323 -0.367 0.122 0.101 0.007
C -0.525 -1.074 1.256 0.375 0.260 0.577 -0.833
C 0.418 -0.501 0.429 -0.860 -0.185 -0.715 0.751
C 1.492 -1.245 -0.311 0.432 -0.285 0.885 -1.188
H 1.311 1.996 -0.990 0.261 -0.519 -0.221 0.296
H -0.295 2.412 -1.313 -0.257 -0.165 -0.200 0.368
H 0.316 0.950 -2.109 0.331 0.089 -0.124 0.278
H -2.260 1.414 0.152 0.203 0.288 0.428 0.332
H -2.454 -0.442 1.824 0.091 -0.014 0.120 0.183
H -0.450 -1.911 1.930 -0.038 -0.273 -0.230 0.389
H 1.397 -2.308 -0.100 -0.123 -0.136 -0.062 0.336
H 1.388 -1.120 -1.386 0.096 0.143 -0.035 0.297
H 2.509 -1.011 0.005 0.088 0.352 -0.211 0.273
```
Forces are in eV/Å.

Computed properties:
structure (SMILES): Cc1c[nH]cc1C
energy: -7857.6350 eV
ΔE to the lowest compared entry with this formula, charge and spin: 50.6 kJ/mol
E_HOMO: -8.0 eV
HOMO-LUMO gap: 9.09 eV
molar mass: 95.1 g/mol

---

Entry 3:
DFT (ωB97M-V/def2-TZVPD) results for 2 unconnected molecules or ions with the total composition C7H15NO in a non-equilibrium geometry.

The geometry in XYZ format:
```
24
Properties=species:S:1:pos:R:3:forces:R:3:mulliken_charge:R:1
H 1.147 -1.738 -0.781 -0.033 0.111 0.223 0.248
N 1.956 -1.152 -0.974 -0.162 -0.365 -0.900 -0.713
C 2.153 -0.220 -0.158 0.160 -0.512 1.320 0.799
C 3.354 0.662 -0.267 -0.263 0.240 -0.123 -1.063
O 1.449 0.003 1.001 0.605 0.204 -0.200 -0.516
H 3.876 0.451 -1.195 -0.055 0.019 -0.039 0.314
H 3.045 1.705 -0.239 0.095 0.132 0.039 0.291
H 4.026 0.478 0.570 -0.068 0.016 0.089 0.266
H 0.812 -0.711 1.194 0.121 0.374 -0.469 0.363
C -1.212 -1.191 1.581 0.399 0.061 -0.131 -1.122
C -1.443 -0.578 0.423 -1.792 0.835 0.213 0.936
C -1.607 -1.334 -0.860 0.449 0.045 -0.047 -1.570
C -1.935 0.900 0.370 0.877 -0.896 0.037 -0.578
C -1.058 1.820 -0.478 -0.074 -0.017 0.083 -1.051
H -1.003 -2.248 1.632 -0.008 -0.228 -0.072 0.373
H -1.128 -0.647 2.509 -0.194 0.160 0.166 0.361
H -2.644 -1.300 -1.191 -0.099 0.029 0.011 0.372
H -1.004 -0.882 -1.648 0.032 -0.025 -0.125 0.412
H -1.312 -2.376 -0.756 0.002 -0.066 -0.001 0.355
H -2.943 0.880 -0.051 -0.050 -0.050 0.054 0.319
H -2.004 1.294 1.386 -0.017 -0.076 -0.010 0.308
H -0.065 1.919 -0.045 0.065 -0.047 0.004 0.195
H -0.959 1.451 -1.497 0.036 -0.010 -0.081 0.316
H -1.501 2.814 -0.527 -0.025 0.065 -0.041 0.387
```
Forces are in eV/Å.

Computed properties:
structure (SMILES): [H]/N=C(/C)O.C=C(C)CC
energy: -11039.3007 eV
ΔE to the lowest compared entry with this formula, charge and spin: 132.6 kJ/mol
E_HOMO: -9.7 eV
HOMO-LUMO gap: 10.58 eV
molar mass: 129.2 g/mol

---

Entry 4:
DFT (ωB97M-V/def2-TZVPD) results for 5 unconnected molecules or ions with the total composition C15H31N5O6 in a non-equilibrium geometry.

The geometry in XYZ format:
```
57
Properties=species:S:1:pos:R:3:forces:R:3:mulliken_charge:R:1
C -3.318 -6.959 -3.170 5.770 8.861 -1.048 -0.373
C -2.684 -5.682 -3.237 -3.181 -8.253 -0.517 0.138
O -1.924 -4.416 -3.512 0.286 -4.965 0.329 -0.219
C -0.501 -4.882 -3.423 3.687 -1.557 5.907 0.514
N 0.295 -5.362 -4.617 -2.817 -0.612 2.346 -0.523
O 0.039 -4.900 -2.188 -3.361 0.602 -7.986 -0.514
H -3.459 -8.138 -3.255 0.157 3.401 0.441 0.334
H -0.272 -6.107 -5.112 0.494 1.476 0.443 0.327
H 1.140 -5.876 -4.268 -1.044 1.070 0.087 0.314
C -1.557 -1.928 -0.398 0.046 -0.321 -0.168 -0.634
N -0.292 -1.954 -1.091 0.601 0.559 -0.114 0.058
C 0.656 -0.974 -1.149 0.391 -0.447 -0.330 0.573
C 0.386 0.309 -0.411 0.056 -0.039 -0.128 -1.002
O 1.689 -1.156 -1.789 -0.285 0.119 0.180 -0.706
H -1.568 -2.752 0.320 -0.313 0.172 0.041 0.017
H -2.350 -2.081 -1.134 -0.210 0.038 0.248 0.234
H -1.726 -0.987 0.127 0.119 -0.150 -0.155 0.388
H -0.042 -2.788 -1.610 -0.098 0.034 0.210 0.138
H 1.227 0.993 -0.548 -0.152 -0.266 -0.084 0.148
H -0.515 0.784 -0.808 0.100 0.006 0.321 0.405
H 0.273 0.108 0.657 -0.205 0.170 -0.086 0.336
C 0.300 -6.130 3.588 -0.119 -0.186 0.346 -0.773
N -1.100 -6.408 3.373 -0.409 0.082 -0.441 -0.147
C -1.855 -6.125 2.272 -0.854 -0.328 0.270 0.550
C -1.181 -5.437 1.116 -0.082 0.018 -0.171 -1.065
O -3.044 -6.431 2.248 0.613 0.171 -0.036 -0.666
H 0.810 -7.078 3.775 0.281 0.179 -0.013 0.271
H 0.388 -5.493 4.471 0.322 0.025 -0.080 0.265
H 0.762 -5.632 2.734 -0.195 -0.115 0.145 0.317
H -1.619 -6.870 4.110 0.138 0.122 -0.190 0.234
H -1.905 -5.277 0.313 0.086 -0.119 0.241 0.316
H -0.795 -4.465 1.434 0.190 -0.141 -0.087 0.316
H -0.370 -6.062 0.732 0.061 0.231 -0.004 0.395
C 2.049 4.421 2.214 0.268 -0.188 -0.209 -0.686
N 1.187 3.637 1.362 -0.658 -0.115 -0.077 -0.052
C -0.170 3.509 1.427 -0.083 -0.464 -0.625 0.841
C -0.896 4.262 2.507 -0.211 0.038 0.068 -1.350
O -0.758 2.795 0.618 0.160 0.474 0.420 -0.623
H 2.583 5.139 1.588 0.057 0.118 0.311 0.039
H 2.768 3.746 2.683 0.090 0.241 0.164 0.339
H 1.495 4.956 2.988 0.053 -0.121 -0.257 0.322
H 1.607 3.103 0.611 -0.092 0.132 0.201 0.159
H -1.969 4.063 2.434 0.278 -0.056 -0.103 0.300
H -0.549 3.933 3.490 0.003 0.206 -0.012 0.379
H -0.734 5.336 2.386 0.065 -0.040 0.183 0.343
C 2.672 6.629 -1.871 0.354 -0.107 0.206 -0.867
N 2.255 7.059 -0.557 -0.561 0.265 0.274 -0.142
C 1.066 7.622 -0.194 0.192 0.080 0.869 0.828
C 0.034 7.838 -1.267 -0.215 0.081 -0.016 -1.318
O 0.868 7.934 0.978 0.030 -0.200 -0.524 -0.662
H 2.904 5.563 -1.821 0.020 0.022 -0.337 0.276
H 3.575 7.183 -2.139 -0.042 -0.140 -0.292 0.308
H 1.904 6.798 -2.628 0.118 -0.011 0.254 0.312
H 2.900 6.943 0.216 -0.145 0.089 -0.228 0.262
H -0.858 8.293 -0.829 0.282 -0.109 0.034 0.297
H 0.428 8.513 -2.032 -0.081 -0.170 -0.081 0.381
H -0.248 6.881 -1.712 0.047 0.133 -0.139 0.347
```
Forces are in eV/Å.

Computed properties:
structure (SMILES): C#COC(N)=O.CNC(C)=O.CNC(C)=O.CNC(C)=O.CNC(C)=O
energy: -35787.6534 eV
ΔE to the lowest compared entry with this formula, charge and spin: 751.7 kJ/mol
E_HOMO: -8.8 eV
HOMO-LUMO gap: 8.13 eV
molar mass: 377.4 g/mol

---

Entry 5:
DFT (ωB97M-V/def2-TZVPD) results for C3H4NOP in the gas phase in a non-equilibrium geometry.

The geometry in XYZ format:
```
10
Properties=species:S:1:pos:R:3:forces:R:3:mulliken_charge:R:1
O 0.679 1.342 0.084 0.451 -2.239 -0.470 -0.534
C 1.620 0.528 -0.064 0.934 1.713 0.979 0.152
N 1.613 -0.825 0.007 1.960 1.863 -0.829 -0.578
C 0.404 -1.260 0.145 -0.453 -1.412 0.175 0.000
C -0.700 -0.589 0.262 -1.076 3.123 -0.011 0.141
P -2.146 0.180 0.057 -1.271 -0.491 -0.359 -0.128
H 2.647 0.957 -0.125 -0.461 -0.262 -0.226 0.371
H 0.341 -2.296 0.170 -0.479 -2.156 0.277 0.396
H -2.341 0.573 -1.293 0.304 0.018 0.315 0.075
H -2.117 1.389 0.756 0.092 -0.156 0.149 0.104
```
Forces are in eV/Å.

Computed properties:
structure (SMILES): O=C/N=C\C#[PH2]
energy: -15997.9988 eV
ΔE to the lowest compared entry with this formula, charge and spin: 290.9 kJ/mol
E_HOMO: -9.1 eV
HOMO-LUMO gap: 7.99 eV
molar mass: 101.0 g/mol

---

Question: Number 2 is which compound?
Answer: C6H9N